Record 1
Below is a molecular structure, C57H83BBaBrN10PS2Si at a distorted geometry, with properties calculated with ωB97M-V/def2-TZVPD.

```
157
Properties=species:S:1:pos:R:3
Ba -0.07403 -0.72994 1.78620
Br 0.06456 2.82268 -0.46559
S 2.28833 -4.64898 -1.39093
S -0.25478 -2.29585 -1.48382
P 0.46712 -4.11707 -1.91539
Si 0.35811 4.45776 -2.03308
N -2.40914 -0.66830 0.16926
N -0.83535 -1.40572 5.07532
N -0.79954 -2.11486 3.90859
N 0.98437 0.39941 4.85262
N -1.77839 0.91157 3.19521
N -1.44249 1.02664 4.50982
N 4.27411 -2.74234 0.99857
N 2.76700 -2.35419 2.79234
N 2.77807 -1.15514 0.08627
N 1.44078 0.43619 3.57058
C 1.96261 0.74641 5.70610
C 3.17418 -3.41287 4.91875
C -3.30043 2.13056 1.61577
C 3.10267 1.01354 4.97974
C 4.23004 -1.19775 -2.28850
C -1.00317 -3.98985 -4.30406
C 3.32134 2.31986 1.73038
C -1.69434 6.18597 -1.07748
C -1.24463 -7.69077 -0.83546
C -4.51947 -2.02068 -2.24882
C 3.56710 0.96762 2.41408
C 0.97032 -5.15723 -5.86644
C 4.60936 -1.96539 -1.21851
C -2.06604 2.07649 5.07011
C -0.24327 -4.80271 -6.43821
C 4.28640 -4.06077 4.38506
C -0.20978 2.71646 -4.20375
C -2.92210 -6.00101 -0.50973
C -3.07606 -0.71185 -0.76829
C -3.30455 3.61553 1.24103
C -1.33051 -3.49599 5.60027
C 0.37208 6.15872 0.27747
C -2.85668 2.67037 4.11305
C -2.00740 -5.02558 -0.89550
C 2.72602 0.81788 3.64231
C -1.23096 -4.21725 -5.65314
C -1.18950 -4.49301 3.21323
C -4.72476 1.56443 1.63169
C -2.64053 1.91179 2.94778
C 3.10406 -0.39057 -2.17393
C -0.16320 6.08158 -1.16542
C -0.71700 -5.37506 -1.27364
C 1.19765 -4.93063 -4.51071
C 2.46387 -2.58157 4.08465
C -3.00200 -0.22801 -3.17424
C -0.33624 -6.71686 -1.23368
C -2.19352 3.49007 -2.94957
C 0.35774 7.29623 -1.95759
C 3.84052 -2.96037 2.29971
C 5.04911 0.77372 2.72115
C -5.00753 0.40661 -1.77907
C 2.71297 2.93504 -2.63131
C -1.15408 -2.22153 6.09591
C -1.09743 -3.38106 4.22086
C 2.43397 -0.40468 -0.97585
C 3.83729 -1.93341 -0.04815
C -2.59313 -4.53085 2.59165
C -3.90248 -0.63457 -1.99516
C 4.62640 -3.83416 3.07450
C 2.49245 5.15647 -3.75999
C -2.54308 -7.33529 -0.48141
C 3.05255 4.99596 -1.32290
C 0.21184 -4.34688 -3.72290
C 2.21886 4.37858 -2.45829
C -0.98990 5.08077 -4.46128
C -0.11332 -4.42160 2.12470
C -0.80595 3.92492 -3.45802
B -0.47547 0.09459 5.26459
H -2.18128 -3.93868 -6.09588
H -5.67154 0.11825 -0.96116
H -2.27413 -3.97748 -0.88330
H 4.88326 -4.72912 4.99401
H -3.74321 -2.75065 -2.47622
H -0.34014 -3.61899 1.41701
H 5.02627 -3.34425 0.72937
H -2.12196 2.65480 -2.24771
H -2.10362 -0.84878 -3.21429
H -3.56338 -0.34714 -4.10439
H 4.11653 4.87051 -1.55960
H -2.12941 5.33858 -0.54167
H -3.48948 3.53876 4.23089
H -0.01109 8.21648 -1.48785
H 1.78363 0.77236 6.77299
H 1.58849 -2.06037 4.46301
H 0.72210 2.96442 -4.71740
H 0.01203 7.29571 -2.99626
H -2.74381 4.29563 -2.46283
H -1.04567 -5.41665 3.77463
H 5.43812 1.60223 3.32181
H -1.48711 5.94455 -4.01054
H 5.46844 -2.62398 -1.28103
H 3.25931 0.18180 1.73225
H -3.93152 -5.71706 -0.22574
H -0.08191 -5.34374 1.54392
H 0.04987 7.11101 0.71916
H -2.78124 -3.61105 2.02728
H 2.53657 2.33653 -1.73617
H -5.19948 -1.95736 -3.10135
H 1.44873 7.34943 -1.96343
H -0.94046 -8.73101 -0.80236
H -4.70843 0.47859 1.76358
H -2.78787 3.15552 -3.81130
H 2.87037 -3.55454 5.94790
H 5.62181 0.73449 1.79055
H -0.57186 0.33347 6.44144
H 2.25740 2.48524 1.54530
H -5.59609 0.48115 -2.69588
H 2.86626 4.49453 -0.36699
H 2.86965 6.06505 -1.19908
H -1.59650 -4.38780 6.14828
H -2.69628 0.81914 -3.08219
H 4.79453 -1.23459 -3.21351
H 2.01272 4.68733 -4.62385
H -1.76833 -3.52227 -3.69312
H 2.14149 -5.19740 -4.04966
H -3.25353 -8.09712 -0.18091
H 1.46053 6.12110 0.33457
H 2.25257 2.42555 -3.47878
H 1.74321 -5.61594 -6.47412
H 3.57245 5.17296 -3.95444
H -5.29620 1.99622 2.45829
H 0.67849 -6.98281 -1.50686
H -3.94313 4.19471 1.91722
H -1.22951 -1.84333 7.10561
H 3.79668 2.95296 -2.80538
H 3.84547 2.35857 0.76830
H 5.22084 -0.15863 3.26815
H -0.92351 2.38297 -4.96786
H -2.72535 1.59119 0.86806
H 2.75324 0.21862 -2.99644
H -0.03831 5.42001 -4.88242
H -5.08096 -2.36566 -1.37694
H -1.90648 2.32420 6.11075
H -0.02460 5.35171 0.89724
H 3.68771 3.14055 2.35477
H 5.49340 -4.31340 2.63214
H -2.16537 6.25650 -2.06125
H -1.61640 4.74036 -5.29539
H 0.87577 -4.24439 2.55117
H 4.06563 1.31645 5.36269
H -2.68163 -5.37707 1.90739
H -0.42063 -4.97746 -7.49301
H -2.29136 4.02557 1.28527
H 2.15109 6.19559 -3.70632
H 1.56228 0.23644 -0.84621
H -3.68468 3.74615 0.22134
H -0.02299 1.87111 -3.53153
H -1.95442 7.09736 -0.52310
H -3.36323 -4.62325 3.36217
H -5.24563 1.79612 0.69614
H -4.58481 1.39117 -1.55843
```

The value obtained for the LUMO energy is 0.52 eV. As for the HOMO-LUMO gap: 7.600 eV. For the energy relative to the best compared isomer or geometry (same formula, charge and spin), the calculation gives 0.7130 eV. For the energy, the calculation gives -6821.33697 hartree.

Record 2
Below is 13 unconnected molecules or ions with the total composition C57H92F4O15S3 at a distorted geometry, with properties calculated with ωB97M-V/def2-TZVPD.

```
171
Properties=species:S:1:pos:R:3
S 2.61887 -2.96211 -6.02304
S 3.00351 -6.22484 2.91204
S -1.99976 2.06862 4.20347
F -1.47492 1.83960 -3.79227
F -4.57969 1.30663 -2.26354
F -7.90650 -1.83701 1.79865
F 4.17166 0.42208 -0.01154
O -3.21017 2.66233 5.21034
O -4.47279 -2.43270 -4.36066
O 0.82986 5.61998 1.81535
O 1.90235 -5.34596 3.26945
O -3.25995 -4.19094 2.76369
O 1.24477 -3.25321 -5.61354
O 3.80668 -6.95686 3.87697
O -2.15499 2.68868 2.88387
O 0.95822 -0.60578 3.60737
O 2.96205 -2.60993 -7.38337
O 4.07945 -5.34974 1.98071
O -1.24277 0.09791 0.36189
O -0.72935 2.03167 4.98555
O 2.45805 4.75974 -3.39639
O 3.26577 -1.88558 -5.01906
C -0.58770 -1.12105 0.01969
C 2.32530 -7.38871 1.69513
C 0.72711 -1.87927 4.31177
C 2.57256 4.29330 2.63754
C 1.08946 -1.57683 5.73192
C -2.45307 -2.01274 -3.43668
C 0.50916 5.34717 3.22452
C 7.67926 1.11812 0.22221
C -5.63614 1.60433 1.79995
C 1.52511 -0.10729 5.85928
C -3.81710 3.37428 7.29262
C 0.30639 0.90066 -4.88935
C -3.43961 4.12871 -0.22958
C -4.03274 5.16460 -0.91992
C 3.56326 -4.47203 -5.53952
C -2.47694 0.24753 4.07732
C -5.01104 4.79840 -1.93601
C -2.27460 -2.50491 -4.84257
C -4.37930 -4.82418 2.13941
C 3.93936 -2.98799 1.51578
C -5.90592 -0.75209 1.29298
C -3.48950 2.80559 -0.75203
C -1.63745 1.31998 -6.18582
C -7.84575 0.51415 2.03535
C 1.75531 0.31313 4.35466
C -0.98067 1.41995 -4.99340
C 5.31438 0.84523 0.44864
C 6.44095 0.80731 -0.39917
C 5.41343 1.05776 1.84084
C 4.36568 3.24893 -3.31824
C -5.06167 0.40544 1.31140
C -7.00250 1.64486 2.14390
C 3.27328 -1.97615 -3.57272
C 0.58248 0.92730 -0.80754
C -4.02489 -4.78397 0.68991
C 0.94742 0.40041 -6.01247
C -3.12567 2.26666 6.53414
C -0.21227 1.12175 0.51729
C 1.90695 4.78688 1.37750
C -4.31670 2.54423 -1.83761
C -3.11724 -3.60102 0.44473
C 1.86122 4.95649 3.79460
C -2.88043 -3.06880 1.91037
C 6.61494 1.54389 2.32653
C 3.72442 -4.41618 0.97267
C 7.72848 1.53744 1.53720
C -5.06159 3.51722 -2.45359
C 4.72832 -2.30447 -3.06366
C -1.00672 0.83464 -7.36297
C 2.26679 3.84353 -4.36205
C 0.29210 0.39482 -7.22095
C -3.85660 -1.57121 -3.39270
C 0.70270 -0.53588 -0.77763
C -3.52403 -3.28605 -4.98975
C 3.75351 4.61771 -2.92636
C 3.05180 2.62129 -3.87620
C -7.19212 -0.70724 1.64555
H 3.19550 -4.80492 -4.56893
H 1.76565 4.34026 4.68859
H 2.54770 -2.70816 -3.21804
H 0.61900 -0.10298 -8.12192
H -3.93934 6.15675 -0.50362
H -5.80899 3.33095 -3.21063
H 6.30674 0.52133 -1.43193
H 0.82889 0.94606 -3.94525
H 4.46658 0.93785 2.34632
H 3.90412 -2.96347 2.60494
H 3.73617 4.69069 -1.83894
H -1.46949 -3.18588 -5.11855
H -5.12487 2.52628 2.03447
H 2.28382 5.91514 4.09544
H 1.65593 -0.84840 -0.35126
H 3.23588 1.85339 -4.62757
H -4.05342 0.43290 0.92530
H -3.44727 -2.14734 2.04341
H -0.31526 -1.38031 1.04276
H 2.03500 -2.04904 5.99852
H -3.29575 4.30373 7.06367
H 1.54659 1.43562 -0.82173
H 2.82066 0.25078 4.13275
H -8.90606 0.54545 2.23821
H 2.41770 2.20696 -3.09240
H 2.48443 5.30486 0.61179
H 1.35710 -2.63184 3.83759
H -0.05219 1.20638 -1.64862
H 1.21659 3.55944 -4.42887
H 2.37903 0.06227 6.51516
H -3.55033 0.29248 3.89318
H 1.45515 -6.97864 1.18251
H -3.53735 3.22372 8.33529
H 5.21805 -1.34393 -2.90355
H 4.56240 -2.68313 -2.05510
H 6.56169 2.01071 3.29897
H 1.40242 1.29910 4.05227
H -2.80018 4.34642 0.61311
H 1.94645 -0.00268 -5.93592
H -0.66183 2.10522 0.65436
H -1.04037 -2.02441 -0.38913
H 3.57431 4.72204 2.66560
H 4.29125 -4.54766 0.05098
H -4.88726 -4.55515 0.06377
H -1.97794 -1.12168 -3.02635
H 2.67868 3.23963 2.89561
H -2.24328 -1.66392 -5.53528
H 5.47163 -2.87996 -3.61539
H -4.37022 -1.47720 -2.43591
H 4.92981 -2.68246 1.17850
H -0.30666 -2.15305 4.10087
H 8.57955 1.28337 -0.35101
H 4.62306 -4.22099 -5.58306
H -1.58103 0.69455 -8.26682
H -1.86342 -0.03977 3.22342
H -1.85558 -2.90694 2.24441
H 2.03000 -8.26090 2.27838
H -4.20122 -5.84882 2.46577
H -3.80897 -3.26156 -6.04156
H -2.07395 2.15457 6.79763
H -2.14238 -3.93380 0.08832
H -5.66775 5.55696 -2.33565
H 1.39839 3.96854 0.86781
H 5.11686 3.29731 -4.10658
H 2.83655 -1.05102 -3.19655
H -3.63919 -2.87965 -0.18399
H -2.69328 1.54502 -6.15450
H 3.25108 -5.29098 -6.18756
H -3.63634 -5.66361 0.17673
H -4.90340 3.42203 7.21674
H -3.58136 -4.27101 -4.52642
H -3.68637 1.35805 6.75355
H 0.59455 0.36056 6.18064
H 0.39364 0.87803 1.38998
H -7.54995 2.53418 2.41923
H 0.11780 6.30269 3.57369
H -2.24727 -0.27933 5.00349
H -5.33183 -4.51925 2.57278
H -2.99618 2.01192 -0.21062
H 2.66105 -4.41299 0.73324
H 4.87660 2.83908 -2.44698
H -5.41062 -1.64078 0.93060
H 3.23594 -2.30416 1.04073
H 3.13618 -7.68205 1.02840
H 4.36695 5.44501 -3.28324
H 0.65906 -0.88865 -1.80804
H 0.32067 -1.72711 6.48986
H -4.04243 -0.58430 -3.81647
H 2.61498 4.19407 -5.33364
H 8.69762 1.88952 1.85847
H -2.28156 -2.79248 -2.69461
H -0.30477 4.65548 3.44172
```

The value obtained for the LUMO energy is -0.05 eV. As for the HOMO-LUMO gap: 8.612 eV. For the energy relative to the best compared isomer or geometry (same formula, charge and spin), the calculation gives 0.3879 eV. For the energy, the calculation gives -4949.36377 hartree.